(1)
Below is the molecule C5H4F2 in a non-equilibrium geometry, with properties calculated with wB97M-V/def2-TZVPD.

Output
highest occupied orbital energy = -9.486 eV
energy above the lowest of the compared OMol25 structures with the same formula, charge and spin = 229.9 kJ/mol

Last column: natural (NBO) charge in e.
Geometry (Å):
C (2.35, 1.29, 0.58)  -0.131
C (1.77, 0.27, 0.26)  -0.111
C (1.13, -0.95, 0.16)  0.301
F (1.96, -2.04, 0.19)  -0.332
C (-0.14, -1.33, -0.10)  -0.219
C (-1.20, -0.24, 0.06)  0.013
F (-2.38, -0.69, 0.64)  -0.349
H (2.94, 2.16, 0.50)  0.239
H (-0.58, -2.28, -0.22)  0.235
H (-1.32, 0.16, -0.96)  0.173
H (-0.62, 0.53, 0.65)  0.180



(2)
Below is the molecule C5H4F2S in a non-equilibrium geometry, with properties calculated with wB97M-V/def2-TZVPD.

Output
highest occupied orbital energy = -9.372 eV
energy above the lowest of the compared OMol25 structures with the same formula, charge and spin = 229.1 kJ/mol

Last column: natural (NBO) charge in e.
Geometry (Å):
F (2.87, -0.64, -0.41)  -0.335
C (1.64, -0.13, 0.14)  0.405
C (0.74, -0.88, 0.73)  -0.308
C (-0.57, -0.23, 0.69)  -0.400
S (-1.81, -1.09, -0.47)  -0.029
C (-0.20, 1.11, 0.16)  0.427
F (-1.27, 2.09, -0.01)  -0.344
C (1.06, 1.24, -0.17)  -0.350
H (0.55, -2.04, 0.79)  0.246
H (-0.98, -0.20, 1.67)  0.256
H (-2.40, -1.99, 0.63)  0.162
H (1.46, 1.91, -1.07)  0.269



(3)
Below is the ion C5H4F3N2O2S with charge -1 in a non-equilibrium geometry, with properties calculated with wB97M-V/def2-TZVPD.

Output
highest occupied orbital energy = -3.935 eV
energy above the lowest of the compared OMol25 structures with the same formula, charge and spin = 373.1 kJ/mol
total charge = -1

Last column: natural (NBO) charge in e.
Geometry (Å):
C (-0.54, -0.10, 0.54)  -0.167
C (0.23, 1.01, 0.47)  -0.018
C (0.56, -1.16, -0.95)  -0.022
C (-0.10, 2.20, 1.32)  -0.625
C (0.55, -2.34, -1.76)  0.905
N (1.18, 1.05, -0.53)  -0.339
N (1.21, -0.07, -1.26)  -0.256
O (-1.36, -0.11, 2.98)  -1.035
O (-2.91, 0.61, 1.26)  -1.035
F (0.24, -3.45, -1.07)  -0.302
F (-0.27, -2.22, -2.88)  -0.348
F (1.80, -2.49, -2.35)  -0.359
S (-1.96, -0.43, 1.69)  1.518
H (0.16, 2.10, 2.48)  0.236
H (0.51, 3.03, 0.88)  0.204
H (-1.09, 2.29, 1.19)  0.244
H (1.79, 0.07, -2.01)  0.398



(4)
Below is a cluster of 2 separate species, C5H4F3N3 in total in a non-equilibrium geometry, with properties calculated with wB97M-V/def2-TZVPD.

Output
highest occupied orbital energy (spin up / spin down) = -8.331 / -10.116 eV
energy above the lowest of the compared OMol25 structures with the same formula, charge and spin = 817.8 kJ/mol

Last column: natural (NBO) charge in e.
Geometry (Å):
C (1.01, 0.66, -0.40)  -0.306
C (0.24, 1.65, -1.12)  0.027
C (0.07, -0.09, 0.22)  0.000
C (-2.27, -0.05, 0.46)  0.267
C (-3.69, 0.27, 0.16)  0.872
N (-1.04, 1.48, -0.91)  -0.244
N (-2.06, -2.18, 1.27)  -0.402
N (-1.18, 0.40, -0.11)  -0.267
F (-4.40, 0.58, 1.26)  -0.297
F (-4.46, -0.86, -0.23)  -0.347
F (-3.84, 1.17, -0.82)  -0.297
H (2.15, 0.48, -0.46)  0.254
H (0.60, 2.54, -1.47)  0.213
H (0.21, -0.87, 1.02)  0.270
H (-2.90, -2.32, 0.79)  0.257



(5)
Below is the molecule C5H4F3NO2 in a non-equilibrium geometry, with properties calculated with wB97M-V/def2-TZVPD.

Output
highest occupied orbital energy (spin up / spin down) = -5.700 / -11.485 eV
energy above the lowest of the compared OMol25 structures with the same formula, charge and spin = 0.0 kJ/mol
2S+1 = 3

Last column: natural (NBO) charge in e.
Geometry (Å):
C (-0.65, -0.10, -0.01)  0.084
C (0.75, 0.03, 0.25)  0.191
C (0.28, -2.11, 0.39)  0.881
C (-1.60, 0.92, -0.46)  -0.646
C (1.69, 1.17, 0.20)  0.911
N (-0.95, -1.47, 0.02)  -0.611
O (0.33, -3.26, 0.70)  -0.531
O (1.29, -1.22, 0.42)  -0.425
F (2.85, 0.91, 0.79)  -0.296
F (1.85, 1.67, -1.02)  -0.316
F (1.12, 2.18, 0.89)  -0.332
H (-1.53, 0.99, -1.61)  0.197
H (-1.20, 1.74, 0.04)  0.241
H (-2.53, 0.52, -0.23)  0.224
H (-1.71, -1.96, -0.36)  0.428



(6)
Below is the molecule C5H4FNO in a non-equilibrium geometry, with properties calculated with wB97M-V/def2-TZVPD.

Output
highest occupied orbital energy = -10.542 eV
energy above the lowest of the compared OMol25 structures with the same formula, charge and spin = 113.5 kJ/mol

Last column: natural (NBO) charge in e.
Geometry (Å):
C (-1.75, 0.54, -1.03)  -0.650
C (-0.45, 0.33, -0.33)  -0.100
C (0.49, 1.48, -0.26)  0.391
O (0.21, 2.55, -0.74)  -0.493
C (-0.09, -0.84, 0.24)  0.327
F (-0.89, -1.90, 0.20)  -0.289
C (1.14, -1.09, 0.92)  0.187
N (2.15, -1.28, 1.47)  -0.236
H (-2.38, -0.37, -1.04)  0.235
H (-1.58, 0.86, -2.05)  0.245
H (-2.28, 1.35, -0.54)  0.245
H (1.43, 1.33, 0.26)  0.137



(7)
Below is a structure of composition C5H4FeN2O4S in a non-equilibrium geometry, with properties calculated with wB97M-V/def2-TZVPD.

Output
highest occupied orbital energy (spin up / spin down) = -16.585 / -18.876 eV
energy above the lowest of the compared OMol25 structures with the same formula, charge and spin = 95.1 kJ/mol
2S+1 = 5
total charge = +2

Last column: natural (NBO) charge in e.
Geometry (Å):
O (0.70, 2.73, 0.54)  -0.333
C (0.45, 1.69, 0.09)  0.459
Fe (-0.04, 0.16, -0.71)  0.334
O (1.40, 0.39, -3.22)  -0.278
C (0.80, 0.30, -2.24)  0.484
C (-1.60, 0.44, -0.01)  0.468
O (-2.63, 0.61, 0.50)  -0.300
C (-0.44, -1.57, -0.65)  0.461
O (-0.77, -2.68, -0.69)  -0.327
N (1.33, -0.18, 4.36)  -0.704
C (1.00, -1.08, 3.40)  0.283
N (0.73, -2.34, 3.81)  -0.699
S (1.05, -0.67, 1.73)  0.375
H (1.63, -0.47, 5.28)  0.452
H (1.60, 0.75, 4.06)  0.436
H (0.54, -3.04, 3.11)  0.437
H (1.02, -2.67, 4.73)  0.454



(8)
Below is a structure of composition C5H4GdO4 in a non-equilibrium geometry, with properties calculated with wB97M-V/def2-TZVPD.

Output
highest occupied orbital energy (spin up / spin down) = -19.716 / -22.548 eV
energy above the lowest of the compared OMol25 structures with the same formula, charge and spin = 0.0 kJ/mol
2S+1 = 8
total charge = +3

Last column: Löwdin spin population.
Geometry (Å):
C (-2.97, -0.41, 0.93)  -0.188
C (-3.74, -1.32, 1.09)  -0.279
H (-4.46, -2.11, 1.22)  -0.007
H (-2.15, -0.70, -0.98)  0.001
O (-2.05, 0.61, 0.92)  -0.100
C (-1.46, 0.93, -0.25)  0.017
O (-0.66, 1.86, -0.26)  0.011
O (-1.51, 0.06, -1.19)  0.013
Gd (1.70, 2.46, -0.66)  7.550
C (3.37, -0.33, -0.24)  -0.006
C (2.82, 0.50, 0.52)  -0.005
O (3.62, -1.26, -1.04)  -0.011
H (3.07, 0.84, 1.52)  0.004
H (4.42, -1.14, -1.58)  0.000